Formula: C3H2FLiO3Tl
Source: OMol25
Level of theory: wB97M-V/def2-TZVPD

Summary:
<S²>	0.753
largest force on an atom	4.1	eV/A
net charge	0
E_tot	-620.93026	hartree
energy relative to the best compared isomer or geometry (same formula, charge and spin)	211.6	kJ/mol
2S+1	2
E_LUMO (alpha / beta)	-0.4 / -0.8	eV
E_HOMO (alpha / beta)	-5.76 / -8.68	eV

XYZ file:
```
11
Properties=species:S:1:pos:R:3:forces:R:3:mulliken_charge:R:1
O -0.2603 1.4350 0.4109 3.43 0.76 2.10 -0.313
C 0.9286 0.9104 0.0899 -1.87 2.14 -0.52 1.040
C -1.2597 0.4659 0.1532 1.48 -1.06 -1.44 0.314
O 1.9397 1.0438 0.7434 -0.15 0.81 -0.22 -0.598
O 0.7391 0.2127 -1.0057 0.56 -0.76 -0.57 -0.274
C -0.6211 -0.2915 -0.8994 -1.38 1.63 1.20 -1.049
Tl 3.3303 -0.7586 0.3722 0.79 -1.33 -0.09 0.101
F -2.2662 -0.9341 0.4760 -1.16 -2.53 0.48 -0.589
H -1.7873 0.7117 1.0872 -1.47 0.26 -1.29 0.444
H -1.0709 -0.5337 -1.8611 0.25 -0.47 0.51 0.335
Li 0.3279 -2.2615 0.4333 -0.48 0.55 -0.15 0.588
```
Forces are in eV/Å.

---

Formula: C3H2FN
Source: OMol25
Level of theory: wB97M-V/def2-TZVPD

Summary:
largest force on an atom	5.2	eV/A
net charge	0
E_tot	-269.97982	hartree
energy relative to the best compared isomer or geometry (same formula, charge and spin)	307.8	kJ/mol
E_LUMO	0.4	eV
E_HOMO	-8.70	eV

XYZ file:
```
7
Properties=species:S:1:pos:R:3:forces:R:3:mulliken_charge:R:1
C 0.4451 -0.4123 0.0223 1.99 -3.40 -0.59 -0.329
C 1.5444 0.4597 0.1341 1.39 -0.32 0.23 -0.431
C -0.7777 0.0974 0.0152 -2.60 2.09 -0.17 0.585
N -1.8410 0.6052 0.0473 4.32 -2.60 1.13 -0.143
F 2.7694 -0.2677 0.1246 -2.39 0.67 -0.13 -0.179
H 0.4871 -1.5567 -0.1820 0.08 1.93 0.49 0.255
H -2.6273 1.0744 -0.1616 -2.80 1.63 -0.96 0.243
```
Forces are in eV/Å.